# 1
C43H76B2BrN7O12S2 | ωB97M-V/def2-TZVPD

```
! RIJCOSX wB97M-V def2-TZVPD def2/J DEFGRID3
* xyz 0 1
C 0.57811 -2.77213 3.24075
C 0.47102 -3.47665 1.88872
C 0.75619 -2.49869 0.74668
Br 2.68084 -2.45710 0.33465
C -0.09924 -2.61238 -0.48960
C -0.41745 -3.82056 -1.13105
C 0.10311 -5.18270 -0.73403
C 1.53488 -5.53551 -1.17478
C 1.80751 -5.24822 -2.64303
N 2.28597 -3.88636 -2.92517
C -1.26734 -3.78260 -2.23133
C -1.82976 -2.61327 -2.72805
B -2.81116 -2.70551 -3.95389
O -4.11848 -2.35785 -3.79980
O -2.39153 -3.20395 -5.17032
C -1.13579 -2.68980 -5.64230
C -1.47220 -1.42130 -2.09645
C -0.61262 -1.40928 -1.00528
N -0.24584 -0.18024 -0.38189
C 0.99106 0.46650 -0.88066
C 1.49994 0.04121 -2.25190
C 2.72628 0.87791 -2.59019
O 2.28445 2.14868 -3.08567
C 2.98155 3.23726 -2.69675
C 2.15647 4.49010 -2.79802
O 4.12680 3.19708 -2.32396
C -1.31461 0.73467 -0.19025
C -1.40346 1.42668 1.02590
S -0.17785 1.08749 2.27724
C -2.39448 2.39070 1.23295
C -2.48816 3.21870 2.48948
C -1.27266 4.15727 2.69056
C -1.67895 5.60021 2.93529
C -0.47473 6.47511 3.26135
O 0.55446 6.35401 2.27202
C -3.30853 2.61336 0.20630
C -3.27551 1.92071 -1.00335
B -4.39788 2.23037 -2.06648
O -4.53187 3.50918 -2.54229
O -5.26093 1.25501 -2.51987
C -2.25005 0.99323 -1.19079
S -2.10847 0.10854 -2.70849
H 1.47840 -2.15774 3.24308
H -0.30171 -2.13479 3.33823
H 0.60783 -3.48552 4.05302
H -0.53539 -3.88333 1.75803
H 1.13632 -4.33511 1.82855
H 0.58070 -1.49733 1.12940
H -0.03282 -5.36734 0.32809
H -0.52517 -5.92118 -1.23785
H 1.60326 -6.62116 -1.07695
H 2.29641 -5.11522 -0.51903
H 2.60152 -5.93056 -2.96545
H 0.92910 -5.52446 -3.24072
H 1.78594 -3.21915 -2.34608
H 2.04682 -3.64317 -3.87977
H -1.51612 -4.71214 -2.73167
H -4.63087 -2.60582 -4.57795
H -0.31123 -3.19997 -5.14304
H -1.10585 -2.87484 -6.71139
H -1.05500 -1.62045 -5.44720
H 1.78749 0.24618 -0.16317
H 0.84453 1.54708 -0.88901
H 1.81811 -1.00189 -2.26432
H 0.74754 0.22139 -3.01985
H 3.35208 0.37095 -3.32371
H 3.34445 1.00799 -1.70084
H 2.82540 5.34357 -2.77823
H 1.44591 4.51975 -1.97368
H 1.59365 4.47464 -3.72986
H -0.94351 0.37978 3.11890
H -2.62756 2.57089 3.35448
H -3.36493 3.85716 2.37764
H -0.63275 4.09758 1.81135
H -0.67458 3.80782 3.53548
H -2.36701 5.68644 3.77921
H -2.14347 6.02198 2.04026
H -0.76645 7.52398 3.31565
H -0.06734 6.18397 4.23450
H 1.24123 5.77149 2.60052
H -4.07117 3.36832 0.36011
H -5.45664 3.76158 -2.62543
H -5.63574 0.72203 -1.81340
C 1.09853 -1.88648 9.67778
N 0.60400 -2.00330 8.32085
C 1.30721 -1.92906 7.15623
C 2.79756 -1.69618 7.25849
O 0.74979 -2.04789 6.08038
H 0.88887 -2.79668 10.24278
H 0.61987 -1.04978 10.18975
H 2.17045 -1.72128 9.67650
H -0.38218 -2.15841 8.18458
H 3.20140 -1.66501 6.25145
H 3.01197 -0.74991 7.75659
H 3.28194 -2.50320 7.80963
C 0.98451 -8.22835 6.20502
N 0.87888 -7.12539 5.27204
C 1.85318 -6.58446 4.49095
C 3.23617 -7.18705 4.58568
O 1.60682 -5.65092 3.74841
H 0.31189 -9.03866 5.91822
H 0.71841 -7.90465 7.21307
H 1.99855 -8.61289 6.22305
H -0.01756 -6.67833 5.16116
H 3.88510 -6.64482 3.90538
H 3.63166 -7.10040 5.59851
H 3.22288 -8.23933 4.29964
C 0.75078 8.76730 -0.61287
N -0.21116 8.92539 0.46010
C -1.42325 9.52763 0.41932
C -1.83784 10.12800 -0.90239
O -2.14027 9.56903 1.40999
H 0.93701 7.70767 -0.79530
H 1.69892 9.23702 -0.34463
H 0.38302 9.21743 -1.52970
H 0.01867 8.52958 1.35931
H -2.82617 10.56450 -0.78969
H -1.13932 10.90633 -1.21084
H -1.86855 9.36211 -1.67731
C -3.77781 11.24410 -5.58071
N -2.54431 10.76569 -4.98859
C -2.21121 9.49274 -4.64859
C -3.23582 8.41220 -4.90628
O -1.12499 9.24493 -4.15151
H -3.58042 11.72136 -6.54201
H -4.25649 11.97550 -4.92755
H -4.46569 10.42079 -5.73903
H -1.81949 11.43732 -4.79073
H -2.81759 7.46528 -4.57999
H -4.15308 8.60497 -4.34859
H -3.47465 8.34654 -5.96823
C 4.12173 -9.56716 -3.86265
N 3.30852 -8.99151 -2.81030
C 2.11022 -9.42393 -2.33800
C 1.51952 -10.66454 -2.96750
O 1.54288 -8.82190 -1.44110
H 5.10225 -9.85012 -3.47631
H 4.26735 -8.84669 -4.66919
H 3.64328 -10.45079 -4.27101
H 3.64649 -8.16019 -2.35013
H 0.57138 -10.86995 -2.48110
H 1.34579 -10.51558 -4.03371
H 2.17996 -11.52187 -2.83341
*
```

Summary:
Orbital gap in eV: 7.99
Relative energy (zero: lowest compared OMol25 entry of this formula, charge and spin) in kcal per mole: 0.00
E_tot in hartree: -6390.64840
LUMO level in eV: 0.50
SMILES: CC[C@@H](Br)c1c(CCCN)cc(B(O)OC)c2c1N(CCCOC(C)=O)c1c(S)c(CCCCO)cc(B(O)O)c1S2.CNC(C)=O.CNC(C)=O.CNC(C)=O.CNC(C)=O.CNC(C)=O



# 2
C43H80BF4N10O6 | ωB97M-V/def2-TZVPD

```
! RIJCOSX wB97M-V def2-TZVPD def2/J DEFGRID3
* xyz 9 1
C 1.66569 5.11935 -3.57649
C 1.02287 6.46785 -3.21622
O -0.17215 6.71017 -2.92547
N 2.00974 7.63244 -3.25503
H 2.89418 7.42622 -3.69701
H 1.60557 8.37403 -3.80892
C 2.27947 8.21249 -1.80185
H 1.17069 4.40703 -2.91644
H 2.75269 5.06472 -3.51688
H 1.54782 4.88268 -4.63394
H 3.09762 7.69462 -1.30133
H 1.30777 8.17765 -1.30921
H 2.49193 9.26387 -1.99569
C -7.11919 6.15316 2.73405
C -5.73459 6.05912 2.17582
O -5.37713 6.22785 1.05992
N -4.63360 6.04216 3.24669
H -4.16883 6.91471 3.03998
H -5.01229 6.10908 4.18061
C -3.72938 4.81397 3.14281
H -7.81693 6.01306 1.90844
H -7.31058 7.18030 3.04459
H -7.30102 5.59761 3.65406
H -2.85828 5.13113 2.56948
H -4.32314 3.98831 2.75060
H -3.56338 4.76237 4.21887
C 6.55330 -4.42276 -9.29015
C 5.23269 -3.91798 -8.69144
O 4.42864 -3.39632 -9.38865
N 5.20587 -3.76368 -7.19110
H 5.67679 -4.52348 -6.72095
H 5.57348 -2.83761 -7.02572
C 3.76347 -3.94076 -6.64049
H 7.02875 -5.00037 -8.49742
H 7.18326 -3.63223 -9.69795
H 6.21753 -5.12337 -10.05468
H 3.84723 -3.93057 -5.55376
H 3.17103 -4.78286 -6.99826
H 3.19319 -3.02999 -6.82318
C -2.10124 -1.40496 6.52807
C -1.10322 -0.23393 6.56782
O -1.24555 0.80814 7.20643
N 0.16921 -0.44465 5.73028
H 0.75145 -0.98899 6.35060
H 0.05420 -1.05530 4.93406
C 0.93034 0.92531 5.60677
H -2.15556 -1.94130 5.58072
H -3.12385 -1.08665 6.73071
H -2.05979 -2.08264 7.38080
H 1.36279 1.06253 6.59785
H 0.25717 1.70245 5.24485
H 1.73448 0.79625 4.88233
C -5.78396 -5.97967 0.07773
C -6.74571 -6.87112 0.83394
O -6.71744 -8.11662 0.65967
N -7.82373 -6.23095 1.74082
H -7.48162 -5.39179 2.18676
H -8.64272 -5.90610 1.24703
C -8.14205 -7.20944 2.91130
H -5.02254 -6.59480 -0.40180
H -5.30036 -5.23764 0.71304
H -6.38363 -5.48379 -0.68557
H -8.86148 -7.89968 2.47074
H -8.54536 -6.71334 3.79409
H -7.20449 -7.73228 3.10037
C -13.18516 7.70269 -3.82035
N -12.06612 6.83075 -3.97746
C -12.28880 5.51351 -4.27182
C -11.21962 4.62275 -4.26660
C -9.98930 4.93482 -3.69557
C -9.82113 6.27070 -3.19503
C -10.85785 7.22414 -3.43603
C -8.83012 4.08470 -3.59873
C -7.66427 4.50173 -4.26042
C -6.63520 3.61451 -4.41225
N -6.68400 2.34656 -3.95528
C -7.76609 1.91357 -3.37050
C -8.85962 2.76617 -3.09385
C -5.53859 1.41045 -4.19218
H -13.89217 7.62682 -4.64646
H -12.82536 8.71947 -3.66283
H -13.62288 7.38723 -2.87326
H -13.30042 5.27967 -4.56907
H -11.49310 3.65175 -4.65230
H -8.83716 6.64683 -2.95685
H -10.69246 8.27283 -3.23781
H -7.60125 5.52049 -4.61330
H -5.72606 3.90153 -4.91969
H -7.79217 0.87543 -3.07391
H -9.69680 2.47772 -2.47552
H -5.47541 1.05245 -5.21977
H -5.68329 0.56955 -3.51390
H -4.62546 1.89990 -3.85345
C 10.47292 -6.51085 6.79251
N 9.29861 -6.78147 5.94584
C 8.09867 -6.21558 6.23454
C 7.08902 -6.38457 5.27142
C 7.11974 -7.31338 4.14789
C 8.31984 -7.99478 4.01492
C 9.40543 -7.55704 4.83834
C 6.02893 -7.48769 3.16000
C 5.59783 -8.71764 2.72991
C 4.57332 -8.83957 1.78208
N 3.89225 -7.74560 1.36293
C 4.19111 -6.55188 1.90478
C 5.37895 -6.36386 2.68772
C 2.64648 -7.93264 0.61121
H 10.93003 -5.58897 6.43293
H 11.14008 -7.37190 6.83257
H 10.08183 -6.31524 7.79094
H 8.05120 -5.51168 7.05226
H 6.11046 -5.93138 5.33016
H 8.51127 -8.66037 3.18623
H 10.41704 -7.77203 4.52718
H 6.03000 -9.57775 3.21964
H 4.17607 -9.76624 1.39493
H 3.68087 -5.72346 1.43600
H 5.61742 -5.34960 2.97199
H 2.87057 -8.69682 -0.13305
H 2.34909 -6.96883 0.19802
H 1.88916 -8.26666 1.32043
C 10.53337 3.37706 0.32671
C 9.18652 4.10910 0.48257
C 8.00358 3.28543 -0.05768
O 8.01377 1.89066 0.10332
C 6.87546 1.10580 -0.33927
N 8.89789 4.30333 2.01931
H 8.39470 3.49243 2.34999
H 9.73936 4.43217 2.56283
H 8.36837 5.13287 2.24643
H 11.30366 3.92761 0.86677
H 10.78132 3.15152 -0.71048
H 10.58411 2.43998 0.88113
H 9.19964 5.09170 0.01096
H 7.87666 3.51386 -1.11589
H 7.05255 3.70367 0.27202
H 6.69941 1.04996 -1.41351
H 5.96506 1.31065 0.22405
H 7.05326 0.08891 0.01061
B 0.27444 -0.38951 0.17828
F 0.79400 -0.65184 -1.12141
F -1.07340 -0.67435 0.32019
F 1.12395 -1.16603 1.10526
F 0.43786 0.94078 0.38058
*
```

Summary:
Orbital gap in eV: 8.02
E_tot in hartree: -3106.06993
LUMO level in eV: -14.81



# 3
C43H90CrNO27S8 | ωB97M-V/def2-TZVPD

```
! RIJCOSX wB97M-V def2-TZVPD def2/J DEFGRID3
* xyz 1 5
Cr 1.35191 -3.08413 1.72856
C -0.52677 1.48054 1.86029
C -0.72288 0.32546 0.79396
C -1.60654 0.94063 -0.29765
C -0.87519 1.85971 -1.21730
C 0.32672 1.12697 -1.81161
C 1.30494 0.50645 -0.80850
N 0.49391 -0.18922 0.19517
O 1.30304 -0.87902 1.11192
C 2.18645 1.65272 -0.27871
C 2.08474 -0.47998 -1.68386
C -1.62956 -0.75166 1.39683
H -1.38413 1.65164 2.51140
H -0.06355 2.43695 1.62434
H 0.22898 0.93163 2.44535
H -2.43936 1.53029 0.10811
H -2.17001 0.15939 -0.83015
H -0.62207 2.73344 -0.60948
H -1.56337 2.07663 -2.04095
H 0.82634 1.80492 -2.50355
H -0.17949 0.29181 -2.30036
H 1.69979 2.30331 0.44466
H 2.54769 2.27274 -1.10130
H 3.03338 1.21585 0.25826
H 1.41805 -1.05483 -2.32726
H 2.60595 -1.26360 -1.12356
H 2.82249 0.06311 -2.27632
H -1.70225 -1.61673 0.73697
H -2.63172 -0.46125 1.69706
H -1.08242 -1.11643 2.27415
C 6.45490 3.65880 -1.93263
C 5.28713 2.72826 -2.19308
O 5.67698 1.57536 -1.48771
C 6.44115 1.97500 -0.45655
O 6.70146 1.27139 0.48010
O 6.77707 3.25981 -0.58420
H 6.31126 4.70121 -2.20492
H 7.37480 3.36474 -2.45519
H 5.21317 2.52270 -3.26730
H 4.28067 3.05255 -1.91946
C -2.32854 -0.63325 -4.39109
C -2.35154 0.03611 -5.75249
O -3.66713 -0.27606 -6.16352
C -4.12872 -1.37009 -5.55787
O -5.07816 -1.97834 -5.93373
O -3.25178 -1.76013 -4.54848
H -2.77736 -0.10098 -3.55339
H -1.33778 -1.02211 -4.17145
H -1.71081 -0.50816 -6.44376
H -2.21047 1.08912 -5.52353
C -3.73159 5.38590 6.62207
C -4.23923 4.20996 7.42279
O -3.38876 3.16631 6.92751
C -2.92869 3.52985 5.72073
O -2.26110 2.81087 5.03187
O -3.15438 4.81872 5.45215
H -2.93481 5.94235 7.12724
H -4.48118 6.16255 6.46222
H -5.28953 3.96604 7.25985
H -4.12701 4.44578 8.47983
C 4.17731 0.77884 2.83105
C 5.07277 1.86324 3.50069
O 5.25509 1.29808 4.80980
C 5.03272 -0.02260 4.75702
O 5.30094 -0.77512 5.65152
O 4.35563 -0.36824 3.66490
H 4.60449 0.56277 1.85068
H 3.16093 1.11958 2.64480
H 4.47634 2.76650 3.43267
H 6.03519 1.97630 3.00762
C 0.95062 6.11208 2.72188
C 0.46120 4.89301 3.49429
O 1.53002 3.96399 3.38093
C 2.25949 4.31261 2.24921
O 3.16394 3.65532 1.83433
O 1.84475 5.47435 1.81080
H 1.44097 6.86010 3.34701
H 0.21651 6.58323 2.07183
H -0.43629 4.54442 2.97541
H 0.23400 5.09774 4.53657
C -5.45280 -4.89171 -2.44700
C -6.05658 -3.82133 -3.35948
O -5.50514 -2.62915 -2.83732
C -4.85193 -2.81336 -1.69955
O -4.32013 -1.95572 -1.06856
O -4.93069 -4.11134 -1.34684
H -4.61985 -5.47334 -2.83893
H -6.18965 -5.59404 -2.06246
H -7.13619 -3.87837 -3.47477
H -5.65738 -3.93925 -4.36742
C -2.40394 -4.92605 3.67871
S -2.13560 -3.79313 2.31397
O -0.68236 -3.54883 2.06861
C -2.70049 -4.76193 0.87066
H -2.18367 -5.96110 3.41545
H -3.41904 -4.81685 4.04627
H -1.61109 -4.58273 4.34674
H -3.73778 -5.07383 0.96799
H -2.06038 -5.62955 0.69851
H -2.58612 -4.10195 0.01237
C 3.91035 -1.37139 -6.73394
S 3.93536 -0.58389 -5.12910
O 2.48581 -0.21873 -5.03160
C 4.17550 -2.16462 -4.23171
H 3.98683 -0.64767 -7.54548
H 2.99068 -1.91990 -6.93826
H 4.72310 -2.09416 -6.84436
H 5.16879 -2.51930 -4.51964
H 3.45396 -2.92908 -4.52154
H 4.17609 -2.06554 -3.14688
C -4.86345 0.48398 3.23682
S -6.01796 -0.01625 4.53947
O -6.81203 -1.12921 3.90373
C -4.75998 -0.77159 5.64787
H -4.72365 -0.38503 2.58874
H -3.88107 0.75204 3.62387
H -5.34486 1.21374 2.58884
H -5.27108 -1.39701 6.38200
H -4.35577 -0.00211 6.31322
H -3.95976 -1.30045 5.13628
C 1.05120 2.71171 -5.34002
S 2.12569 3.77998 -6.31173
O 1.37593 4.18911 -7.54358
C 2.25686 5.14119 -5.11005
H 1.50857 2.18605 -4.49893
H 0.82088 1.85546 -5.97846
H 0.11863 3.16345 -4.99759
H 2.48852 4.74010 -4.12646
H 1.26930 5.60095 -5.01686
H 2.92812 5.85425 -5.57953
C 4.95112 -2.75341 -0.47476
S 4.73470 -3.26964 1.23815
O 3.30440 -3.11581 1.65800
C 5.01460 -5.06719 1.11492
H 6.00792 -2.84480 -0.72621
H 4.58448 -1.72974 -0.53291
H 4.41837 -3.36834 -1.20268
H 4.72552 -5.47814 2.07994
H 6.07407 -5.22511 0.90676
H 4.48952 -5.64334 0.35035
C 1.98084 -5.36063 -2.24007
S 0.58090 -4.70829 -1.26328
O 1.09258 -3.85417 -0.14415
C -0.07651 -3.62517 -2.58097
H 2.59515 -4.53227 -2.59041
H 1.42436 -5.89510 -3.01099
H 2.63612 -6.05542 -1.71943
H 0.71245 -3.14002 -3.15187
H -0.65803 -2.84145 -2.08899
H -0.78112 -4.21755 -3.16204
C 1.00572 -3.11989 6.38242
S 1.89973 -2.26585 5.06912
O 1.54957 -3.02090 3.81159
C 0.86829 -0.77690 5.10371
H 1.41628 -4.13389 6.39741
H -0.07502 -3.11725 6.27895
H 1.29725 -2.79846 7.38484
H -0.21184 -0.65744 5.16752
H 1.15019 -0.18332 4.22224
H 1.34496 -0.10496 5.82940
C -4.72778 3.68461 -2.57939
S -6.29333 2.73447 -2.54685
O -7.05651 3.55579 -3.58241
C -5.75810 1.27349 -3.46796
H -4.52729 3.99020 -3.60485
H -3.91924 3.01583 -2.27222
H -4.88086 4.57731 -1.98113
H -4.94785 0.84829 -2.86603
H -5.34252 1.55027 -4.43432
H -6.63463 0.63384 -3.49905
*
```

Summary:
Orbital gap (spin up / spin down) in eV: 5.58 / 5.67
Relative energy (zero: lowest compared OMol25 entry of this formula, charge and spin) in kcal per mole: 0.00
E_tot in hartree: -8008.14583
LUMO level (spin up / spin down) in eV: -1.97 / -1.99
⟨S²⟩: 6.005



What is the E_tot in the first record?
-6390.64840 hartree



The lowest E_tot belongs to which entry?
C43H90CrNO27S8



The highest E_tot belongs to which entry?
C43H80BF4N10O6



Look up the E_tot of the first one.
-6390.64840 hartree